[1]
Formula: C6H14
Source: OMol25
Level of theory: the ωB97M-V functional and the def2-TZVPD basis

Each line ends with the Mulliken charge.
Element x y z (Å)
C -2.298 0.178 -1.335  -0.77
C -1.090 0.617 -0.988  -0.18
C -0.588 0.751 0.422  -0.72
C 0.887 0.367 0.604  0.65
C 1.367 0.772 1.998  -1.55
C 1.127 -1.123 0.355  -1.27
H -3.021 -0.151 -0.589  0.25
H -2.615 0.138 -2.374  0.30
H -0.399 0.939 -1.770  0.34
H -1.214 0.148 1.096  0.33
H -0.711 1.798 0.737  0.34
H 1.473 0.935 -0.135  0.20
H 2.428 0.539 2.139  0.39
H 1.232 1.847 2.167  0.38
H 0.799 0.238 2.771  0.34
H 2.187 -1.375 0.479  0.40
H 0.553 -1.732 1.065  0.32
H 0.827 -1.422 -0.656  0.26
H -0.411 -1.824 -3.349  0.27
H -0.532 -1.640 -2.636  -0.29

Summary:
- Structure (SMILES): C=CCC(C)C.[H][H]
- Energy relative to the best compared isomer or geometry (same formula, charge and spin): 1.658 eV
- Multiplicity: 1
- HOMO level: -0.3523 Eh
- Orbital gap: 10.85 eV
- Lowest unoccupied orbital energy: 1.263 eV

[2]
Formula: C14H25N7O6P
Source: OMol25
Level of theory: the ωB97M-V functional and the def2-TZVPD basis

Each line ends with the Mulliken charge.
Element x y z (Å)
O -3.455 2.339 -3.665  -0.71
O -4.087 2.242 0.811  -0.65
O 5.425 -3.085 3.871  -0.73
N 1.757 -2.528 -0.497  -0.85
N 0.262 -3.904 0.511  -0.62
O 4.606 -1.701 1.367  -0.62
O 5.877 -1.255 5.339  -0.52
O 3.709 -2.651 5.579  -0.49
C -3.413 1.143 -3.415  0.85
C -3.957 2.227 -0.406  -0.06
C 1.020 -3.613 -0.611  -0.30
C 0.613 -2.997 1.374  0.06
C 0.092 0.337 -1.258  -0.23
C -0.233 1.643 -1.512  -0.05
C 1.880 1.332 -2.109  -0.45
N 1.407 0.156 -1.644  0.13
N -4.803 2.857 -1.228  -0.05
N 1.524 -2.139 0.780  0.88
N -3.049 0.660 -2.223  -0.04
N 0.895 2.254 -2.033  -0.03
C -3.782 0.131 -4.473  -1.36
C -5.963 3.636 -0.794  -0.96
C 2.270 -1.091 1.496  -0.92
C 3.467 -1.710 2.223  0.26
C -1.532 2.340 -1.165  -0.72
C 3.846 -0.921 3.467  -0.70
C -2.770 1.432 -0.990  -0.20
P 4.730 -1.996 4.571  0.88
H 5.282 -2.326 1.710  0.40
H 6.538 -1.961 5.394  0.37
H 4.234 -3.360 5.972  0.35
H 0.987 -4.216 -1.515  0.43
H 0.249 -2.926 2.396  0.41
H -0.545 -0.411 -0.801  0.51
H 2.892 1.506 -2.469  0.42
H 1.930 -0.719 -1.518  0.33
H -4.591 2.830 -2.219  0.20
H -3.083 -0.345 -2.136  0.28
H 0.958 3.228 -2.313  0.25
H -4.080 0.658 -5.380  0.36
H -2.925 -0.504 -4.691  0.34
H -4.615 -0.476 -4.125  0.36
H -5.660 4.371 -0.044  0.31
H -6.711 2.975 -0.351  0.30
H -6.405 4.158 -1.644  0.36
H 1.596 -0.609 2.210  0.37
H 2.622 -0.319 0.807  0.20
H 3.207 -2.742 2.497  0.42
H -1.743 3.090 -1.930  0.46
H -1.376 2.880 -0.228  0.55
H 4.473 -0.065 3.217  0.29
H 2.964 -0.569 4.004  0.40
H -2.532 0.714 -0.206  0.56

Summary:
- Total charge: +1
- Energy relative to the best compared isomer or geometry (same formula, charge and spin): 0.000 eV
- Multiplicity: 1
- HOMO level: -0.4412 Eh
- Orbital gap: 9.08 eV
- Lowest unoccupied orbital energy: -2.931 eV

[3]
Formula: C22H17BrCoN3O3S2
Source: OMol25
Level of theory: the ωB97M-V functional and the def2-TZVPD basis

Each line ends with the Löwdin spin population.
Element x y z (Å)
Co 0.878 0.092 -1.380  0.96
C 0.282 0.805 2.792  0.00
C 0.564 1.022 1.327  0.00
N 0.499 0.022 0.504  -0.01
N 0.177 -1.201 1.090  0.00
C 0.155 -2.186 0.263  0.00
S 0.482 -2.139 -1.419  0.00
S -0.207 -3.805 0.896  0.00
C -0.830 -3.446 2.565  0.00
C -2.309 -3.174 2.603  0.00
C -3.204 -4.190 2.923  0.00
C -4.572 -3.957 2.938  0.00
C -5.065 -2.697 2.632  0.00
C -4.181 -1.676 2.312  0.00
C -2.814 -1.911 2.298  0.00
C 0.910 2.368 0.882  0.00
C 1.307 3.323 1.836  0.00
C 1.583 4.631 1.511  0.00
C 1.435 5.037 0.180  0.00
C 1.060 4.136 -0.782  0.00
C 0.828 2.767 -0.483  0.00
O 0.535 1.975 -1.458  0.01
H -0.432 0.000 2.925  0.00
H -0.099 1.711 3.253  0.00
H 1.199 0.507 3.308  0.00
H -0.252 -2.609 2.952  0.00
H -0.594 -4.331 3.157  0.00
H -2.823 -5.178 3.159  0.00
H -5.253 -4.762 3.188  0.00
H -6.132 -2.512 2.639  0.00
H -4.555 -0.690 2.067  0.00
H -2.125 -1.122 2.027  0.00
H 1.426 3.018 2.867  0.00
H 1.905 5.328 2.273  0.00
H 1.633 6.067 -0.098  0.00
H 0.963 4.426 -1.820  0.00
Br -1.362 0.198 -3.915  0.01
C 0.480 0.271 -4.326  0.00
C 0.881 0.399 -5.643  0.00
C 2.242 0.458 -5.896  0.00
C 3.132 0.398 -4.840  0.00
C 2.640 0.274 -3.552  0.00
N 1.324 0.199 -3.310  0.00
C 3.578 0.237 -2.332  0.00
O 4.783 0.299 -2.581  0.00
O 2.983 0.163 -1.227  0.04
H 0.144 0.451 -6.430  0.00
H 2.596 0.556 -6.915  0.00
H 4.204 0.448 -4.960  0.00

Summary:
- Total charge: -1
- Multiplicity: 2
- HOMO level (alpha / beta): -0.1645 / -0.1719 Eh
- Orbital gap (alpha / beta): 7.04 / 7.24 eV
- Lowest unoccupied orbital energy (alpha / beta): 2.565 / 2.562 eV

[4]
Formula: C2H3O3PS
Source: OMol25
Level of theory: the ωB97M-V functional and the def2-TZVPD basis

Each line ends with the Mulliken charge.
Element x y z (Å)
C 1.559 -0.321 0.449  -0.59
C -0.459 -0.317 0.717  -0.34
O -0.766 1.855 -0.750  -0.77
O -0.509 -0.300 -1.986  -0.79
O -2.733 0.140 -0.671  -0.78
P -1.256 0.427 -0.890  0.77
S 0.674 -1.708 1.114  -0.28
H 1.797 -0.248 -0.626  0.22
H 2.377 0.123 1.064  0.28
H -0.683 0.349 1.579  0.29

Summary:
- Total charge: -2
- Energy relative to the best compared isomer or geometry (same formula, charge and spin): 2.724 eV
- Multiplicity: 1
- HOMO level: 0.0228 Eh
- Orbital gap: 4.98 eV
- Lowest unoccupied orbital energy: 5.597 eV

[5]
Formula: C21H21N4O3
Source: OMol25
Level of theory: the ωB97M-V functional and the def2-TZVPD basis

Each line ends with the Mulliken charge.
Element x y z (Å)
C -3.331 -4.010 2.251  -0.89
O -2.473 -3.304 1.377  -0.41
C -2.963 -2.260 0.682  0.43
C -4.270 -1.780 0.748  -0.68
C -4.676 -0.698 -0.014  -0.71
C -3.787 -0.057 -0.867  0.75
O -4.056 1.001 -1.683  -0.50
C -5.350 1.575 -1.640  -0.94
C -2.478 -0.546 -0.926  -0.24
N -1.547 0.160 -1.814  0.40
C -0.459 0.816 -1.053  0.20
N 0.598 0.055 -0.859  -0.54
C 1.612 0.586 -0.155  0.22
N 2.677 -0.209 -0.090  -0.03
C 4.020 0.016 0.399  -0.25
C 4.949 -0.968 -0.236  -0.14
C 6.161 -0.817 -0.839  -0.56
C 6.574 -2.116 -1.226  -0.43
C 5.581 -2.956 -0.834  -0.50
O 4.591 -2.274 -0.232  -0.37
C 1.466 1.899 0.422  0.74
C 2.362 2.524 1.304  -0.31
C 2.129 3.801 1.754  -0.89
C 0.995 4.508 1.349  -0.44
C 0.074 3.915 0.524  -0.41
C 0.282 2.607 0.067  -0.10
N -0.688 2.033 -0.702  -0.61
C -2.061 -1.620 -0.175  -0.47
H -2.720 -4.799 2.683  0.24
H -4.170 -4.456 1.711  0.37
H -3.707 -3.364 3.050  0.36
H -4.992 -2.246 1.398  0.44
H -5.696 -0.360 0.067  0.43
H -5.323 2.405 -2.342  0.26
H -5.581 1.950 -0.641  0.40
H -6.111 0.856 -1.954  0.38
H -1.127 -0.485 -2.491  0.44
H -2.113 0.893 -2.274  0.50
H 2.537 -1.112 -0.529  0.30
H 4.044 -0.112 1.492  0.32
H 4.360 1.023 0.145  0.49
H 6.696 0.098 -0.987  0.47
H 7.482 -2.378 -1.727  0.44
H 5.460 -4.017 -0.922  0.46
H 3.229 2.000 1.665  0.50
H 2.830 4.262 2.432  0.42
H 0.838 5.515 1.703  0.40
H -0.828 4.420 0.218  0.50
H -1.044 -1.972 -0.230  0.57

Summary:
- Total charge: +1
- Structure (SMILES): COc1ccc(OC)c([NH2+]c2nc(NCc3ccco3)c3ccccc3n2)c1
- Energy relative to the best compared isomer or geometry (same formula, charge and spin): 0.177 eV
- Multiplicity: 1
- HOMO level: -0.4095 Eh
- Orbital gap: 8.56 eV
- Lowest unoccupied orbital energy: -2.582 eV

[6]
Formula: C13H31BrNO6S2
Source: OMol25
Level of theory: the ωB97M-V functional and the def2-TZVPD basis

Each line ends with the Mulliken charge.
Element x y z (Å)
C 2.685 3.671 -3.902  -1.12
C 3.199 2.239 -3.999  -0.60
C 2.790 1.336 -2.854  -0.36
Br 0.975 0.709 -3.003  -0.02
N 3.053 1.933 -1.511  0.07
C 2.030 2.765 -0.810  -0.71
C 2.779 3.097 0.467  -0.62
C 3.099 1.639 0.913  -0.62
C 3.557 1.007 -0.412  -0.53
H 1.647 3.714 -3.592  0.29
H 2.771 4.195 -4.844  0.38
H 3.284 4.231 -3.187  0.33
H 4.286 2.263 -4.005  0.37
H 2.848 1.772 -4.910  0.43
H 3.416 0.459 -2.920  0.51
H 3.837 2.570 -1.668  0.39
H 1.216 2.088 -0.591  0.39
H 1.662 3.614 -1.359  0.39
H 3.737 3.565 0.263  0.29
H 2.118 3.650 1.116  0.39
H 2.127 1.247 1.178  0.32
H 3.865 1.511 1.659  0.37
H 3.282 -0.028 -0.542  0.38
H 4.635 1.082 -0.493  0.34
O -3.345 1.859 0.089  -0.66
S -4.231 0.958 -0.586  1.27
O -4.920 -0.056 0.144  -0.60
O -3.427 0.284 -1.791  -0.30
C -2.174 -0.338 -1.463  -0.16
C -2.344 -1.711 -0.847  -0.99
C -5.383 1.864 -1.560  -0.95
H -1.595 0.318 -0.809  0.29
H -1.632 -0.426 -2.406  0.12
H -2.802 -1.644 0.138  0.21
H -1.374 -2.197 -0.736  0.37
H -2.986 -2.336 -1.467  0.32
H -4.843 2.601 -2.148  0.31
H -6.068 2.352 -0.871  0.38
H -5.922 1.169 -2.198  0.33
O -2.833 -3.725 2.643  -0.65
S -1.848 -3.006 3.387  1.28
O -0.876 -2.200 2.706  -0.59
O -1.095 -4.016 4.359  -0.30
C -0.550 -5.221 3.782  -0.36
C 0.757 -4.974 3.055  -0.93
C -2.631 -2.037 4.630  -0.98
H -1.291 -5.682 3.128  0.34
H -0.392 -5.892 4.623  0.29
H 0.604 -4.372 2.160  0.24
H 1.202 -5.923 2.758  0.39
H 1.457 -4.440 3.698  0.26
H -3.331 -2.666 5.172  0.32
H -3.156 -1.231 4.122  0.37
H -1.869 -1.636 5.293  0.33

Summary:
- Total charge: +1
- Multiplicity: 1
- HOMO level: -0.4595 Eh
- Orbital gap: 9.68 eV
- Lowest unoccupied orbital energy: -2.826 eV